No. 1
C37H28AsBBrF4N2O3V | the ωB97M-V functional and the def2-TZVPD basis

Geometry as XYZ:
```
78
Properties=species:S:1:pos:R:3:forces:R:3
V -19.70528 0.50795 -12.65911 -0.18 -0.77 -0.69
C -18.12905 -0.66475 -16.63493 -0.14 -1.13 -0.73
C -18.81598 -1.89031 -16.94797 -0.14 0.95 0.44
C -19.82755 -2.31270 -16.10802 1.28 0.88 -0.96
C -20.10785 -1.52428 -14.98197 0.11 0.63 1.30
N -19.31864 -0.45868 -14.58596 -0.24 -0.35 0.04
C -18.37882 -0.06385 -15.44620 -0.53 -0.57 0.23
C -21.19986 -1.74878 -14.12279 -0.44 0.15 -0.09
C -22.27080 -2.57999 -14.55781 -0.38 0.65 1.40
C -23.34387 -2.71237 -13.71396 -0.37 -0.30 0.01
C -23.39515 -1.98340 -12.48856 0.46 -0.51 0.37
C -22.33802 -1.17717 -12.16628 0.26 1.22 -0.05
N -21.25629 -0.98570 -12.94940 0.24 -0.89 -0.76
H -17.39642 -0.22315 -17.29170 0.14 -0.20 -0.09
H -18.55559 -2.42028 -17.85386 -0.07 -0.13 0.02
H -20.40112 -3.18495 -16.33772 -0.13 -0.37 0.03
H -17.81404 0.75240 -15.11534 0.81 1.30 0.25
H -22.26784 -2.98320 -15.55739 0.02 -0.25 0.10
H -24.17555 -3.37453 -13.97066 0.20 0.30 -0.02
H -24.15539 -2.13260 -11.72973 -0.19 0.04 -0.34
H -22.32810 -0.48572 -11.30907 -0.33 -0.65 -0.09
C -17.55852 -1.04192 -10.84713 -0.16 0.49 0.63
C -18.02548 0.12727 -11.60914 -0.37 1.22 -0.94
O -18.78255 1.07047 -11.02327 -0.08 -0.85 -0.46
H -17.06764 -0.70978 -9.94574 0.48 0.18 0.55
H -16.89931 -1.66071 -11.40943 0.22 -0.56 -0.40
H -18.45763 -1.52700 -10.52961 -0.20 -0.73 -0.01
C -17.41252 -2.30829 -5.65216 0.65 -0.29 0.34
C -17.80708 -3.38124 -6.44213 0.30 0.41 0.63
C -18.73795 -3.16605 -7.41282 -0.94 -0.45 -0.84
C -19.31309 -1.91404 -7.59590 0.16 -0.55 0.29
C -18.90763 -0.88015 -6.78459 -0.37 0.87 -0.35
C -17.94069 -1.03951 -5.81869 0.32 -0.94 0.30
As -20.49518 -1.66519 -9.09491 -0.52 0.24 -0.68
C -21.51407 -0.10662 -8.50991 0.62 -0.59 -0.32
C -21.10128 1.20686 -8.59271 -0.43 0.78 -0.16
C -21.98979 2.21849 -8.17189 0.75 -1.06 -0.38
C -23.19813 1.87071 -7.62233 -0.80 -0.08 0.32
C -23.60671 0.53885 -7.57520 -0.70 -0.12 -0.30
C -22.79132 -0.46289 -8.09304 -0.33 0.33 0.73
C -23.13680 -1.88932 -8.22547 0.63 -0.58 -0.08
C -24.39385 -2.45073 -8.05337 0.50 0.27 0.03
C -24.59446 -3.78526 -8.33041 -0.22 -0.43 -0.28
C -23.54881 -4.57735 -8.77622 -0.39 -0.42 0.01
C -22.28956 -4.02905 -8.95731 0.23 -1.21 -0.21
C -22.06512 -2.72496 -8.65243 -0.39 1.88 0.33
H -16.64365 -2.48683 -4.91018 -0.02 0.11 0.11
H -17.40000 -4.36142 -6.27403 0.17 -0.23 0.00
H -19.08184 -3.99959 -8.02299 0.14 0.06 -0.04
H -19.36818 0.07099 -6.96258 -0.05 0.53 0.17
H -17.58860 -0.26028 -5.16244 -0.16 0.34 -0.12
H -20.16031 1.44781 -9.08374 -0.05 0.03 0.16
H -21.77649 3.24570 -8.34316 0.41 0.65 0.03
H -23.86764 2.65916 -7.26932 0.13 -0.30 -0.11
H -24.62421 0.29365 -7.24810 0.43 0.13 0.04
H -25.20623 -1.85358 -7.70521 -0.51 0.39 0.07
H -25.59897 -4.19343 -8.29020 0.10 -0.06 0.22
H -23.73642 -5.62715 -8.99401 0.10 0.20 -0.06
H -21.49545 -4.64723 -9.37337 -0.07 0.08 0.12
F -20.31963 3.90131 -12.05372 -0.49 -0.10 -0.80
B -20.71288 3.08817 -13.11664 1.03 0.03 0.57
F -21.49846 3.65372 -14.07966 0.10 -0.02 0.32
F -21.33023 1.89802 -12.54598 -0.24 0.14 0.04
F -19.49433 2.50950 -13.71131 -0.32 0.19 0.21
Br -11.56558 1.19225 -15.79511 -0.21 0.09 -0.12
C -13.24726 1.81670 -15.07829 1.64 0.03 -0.73
C -13.51256 3.15961 -15.18155 -1.85 -0.06 1.04
C -14.67113 3.61366 -14.51372 0.47 -0.40 -0.30
C -15.45472 2.71468 -13.79375 0.33 -0.82 0.25
C -15.12311 1.35110 -13.70213 0.50 0.13 -1.23
C -13.99712 0.90333 -14.41426 -0.78 -0.44 1.36
C -15.95545 0.30108 -12.99519 0.71 -0.76 0.12
O -15.69845 -0.89937 -13.13573 -0.66 1.67 0.14
O -16.85895 0.87998 -12.23987 0.00 -0.41 -0.15
H -12.88015 3.79613 -15.73868 0.51 0.63 -0.39
H -14.95760 4.66070 -14.54844 0.08 -0.13 -0.04
H -16.31876 3.01542 -13.24235 -0.46 0.42 0.12
H -13.65938 -0.12289 -14.31312 -0.29 0.08 -0.15
```
Positions in Å, forces in eV/Å.

- Multiplicity: 4
- Gap between HOMO and LUMO (spin up / spin down): 5.3 / 7.3 eV
- <S²>: 3.821
- Net charge: -1

No. 2
C36H42ClN6 | the ωB97M-V functional and the def2-TZVPD basis

Geometry as XYZ:
```
85
Properties=species:S:1:pos:R:3:forces:R:3
C 6.82165 9.00049 -1.46796 0.15 -0.69 -0.13
N 6.20284 7.95074 -0.61527 -0.91 -2.26 1.55
C 6.53715 7.85350 0.72088 -1.88 0.47 -0.08
C 5.86468 6.98755 1.60960 -0.69 -0.56 -1.72
C 4.88990 6.08103 1.10017 0.79 0.11 -0.75
C 4.65501 6.07567 -0.31112 1.23 0.76 1.10
C 5.32405 7.00945 -1.12256 0.25 0.61 0.97
C 4.22375 5.09608 2.04386 1.49 -0.20 1.07
C 4.99813 4.37511 2.99860 -0.37 0.98 -1.56
C 4.38566 3.54932 3.90955 0.66 0.55 0.00
N 3.06200 3.44087 3.96536 -2.00 0.80 -1.63
C 2.24339 4.03327 2.99685 2.87 0.37 0.12
C 2.86645 4.89114 2.06559 -1.19 -0.85 -0.07
C 2.40462 2.69565 5.04824 -0.47 0.11 0.09
H 7.87056 8.72841 -1.58565 0.05 0.30 0.15
H 6.68367 9.96481 -0.97892 0.04 -0.08 -0.25
H 6.37223 8.93465 -2.45882 -0.14 0.31 0.22
H 7.11193 8.67676 1.11871 0.53 -0.17 -0.12
H 6.01317 6.99708 2.67930 0.44 0.35 -0.04
H 4.04741 5.30377 -0.75988 -0.17 0.21 -0.15
H 5.13861 7.07557 -2.18446 0.04 -0.05 -0.05
H 6.07104 4.48564 2.94315 0.09 -0.25 0.37
H 4.99037 3.03305 4.64043 -0.26 -0.17 0.20
H 1.18703 3.81120 2.96206 0.16 -0.04 0.40
H 2.32477 5.36988 1.26323 -0.64 -0.02 0.26
H 2.76679 3.03242 6.01958 0.30 -0.12 -0.16
H 2.53428 1.62704 4.87688 -0.14 0.08 0.08
H 1.36165 3.00760 4.99349 0.02 -0.50 0.13
C 3.58361 -2.89609 1.50325 -1.93 0.74 -0.27
N 2.40411 -3.33098 0.61278 -1.12 -0.37 0.49
C 2.68920 -4.34960 -0.21804 -1.82 -0.85 -0.84
C 1.66354 -4.98758 -0.98072 2.00 1.45 0.50
C 0.39813 -4.43218 -0.96829 0.50 -2.81 -2.40
C 0.11016 -3.45648 -0.10046 -0.10 2.26 2.15
C 1.08013 -2.90328 0.76151 1.30 -1.10 -1.46
C -0.59490 -5.03333 -1.96450 0.68 0.94 0.07
C -1.87341 -5.33659 -1.51839 0.08 -1.37 -0.76
C -2.76222 -6.01865 -2.37719 -0.01 2.92 0.23
N -2.47972 -6.09970 -3.70600 -0.15 -0.77 1.19
C -1.28986 -5.69587 -4.13487 1.96 0.01 -0.80
C -0.25628 -5.18688 -3.31868 -1.84 -0.25 1.06
C -3.43920 -6.82862 -4.65319 0.94 0.59 0.49
H 3.11181 -2.37694 2.33751 0.21 -0.31 0.29
H 4.12243 -2.10720 0.97844 0.34 -0.52 -0.17
H 4.09665 -3.82188 1.76366 0.22 0.52 0.05
H 3.71504 -4.68484 -0.25886 0.04 0.02 0.01
H 1.92281 -5.77755 -1.67003 0.15 -0.15 0.19
H -0.90717 -3.09394 -0.10166 0.02 0.39 0.42
H 0.86877 -2.11422 1.46799 0.26 0.28 0.22
H -1.99013 -5.12246 -0.46628 -1.01 -0.39 0.02
H -3.81808 -6.02717 -2.15033 -0.01 -1.05 0.33
H -1.12465 -5.85935 -5.18956 0.12 0.12 -0.15
H 0.72600 -4.85694 -3.62310 -0.15 -0.24 -0.71
H -3.99313 -6.08372 -5.22449 -0.03 -0.13 0.11
H -4.06991 -7.46960 -4.03720 0.05 0.08 -0.25
H -2.79062 -7.40650 -5.31162 -0.35 -0.12 0.01
C -2.00961 1.51322 3.28087 1.14 0.01 -0.68
N -2.73690 0.75603 2.22569 0.23 0.82 -2.29
C -2.32621 0.73293 0.90574 -0.61 -1.24 -0.03
C -3.01457 -0.04460 -0.10065 2.09 2.40 1.73
C -4.19052 -0.60312 0.24397 -1.63 -0.46 2.85
C -4.62897 -0.56208 1.60261 1.44 0.97 0.34
C -3.87573 0.16089 2.55648 -1.20 -1.71 -0.81
C -5.05271 -1.25690 -0.71038 -1.55 -0.93 -1.35
C -5.39953 -0.62077 -1.92582 -0.03 -0.95 -0.02
C -6.15213 -1.33290 -2.84491 0.60 0.45 -0.04
N -6.53410 -2.57483 -2.58944 -1.21 -1.11 -1.42
C -6.28772 -3.18913 -1.43988 0.03 -0.02 1.55
C -5.60216 -2.53856 -0.40793 0.48 1.10 -1.56
C -7.20437 -3.35743 -3.73336 0.83 -0.03 0.17
H -2.67054 1.80811 4.09593 0.06 -0.18 -0.25
H -1.50586 2.36498 2.82387 -0.52 0.19 -0.07
H -1.15389 0.90417 3.57225 -0.17 -0.32 0.41
H -1.43981 1.30041 0.66354 0.16 -0.09 0.17
H -2.64990 -0.13304 -1.11337 0.28 0.38 0.04
H -5.51007 -1.08544 1.94344 -0.17 0.21 -0.08
H -4.13111 0.21777 3.60431 -0.30 -0.09 -0.02
H -5.08944 0.36288 -2.24630 0.19 0.13 0.41
H -6.36932 -1.01010 -3.85240 -0.11 0.48 0.10
H -6.69709 -4.18742 -1.39238 0.08 -0.07 0.41
H -5.37298 -2.94421 0.56640 -0.26 -0.54 -0.18
H -7.89374 -2.74695 -4.31663 0.10 0.19 0.39
H -7.70224 -4.26852 -3.40150 -0.05 0.36 0.47
H -6.37670 -3.67390 -4.36810 -0.08 0.12 -0.15
Cl 1.52204 0.27891 2.43544 -0.41 0.00 -0.17
```
Positions in Å, forces in eV/Å.

- Gap between HOMO and LUMO: 5.9 eV
- Net charge: +5

No. 3
C2HF2SSbSe4Tc | the ωB97M-V functional and the def2-TZVPD basis

Geometry as XYZ:
```
12
Properties=species:S:1:pos:R:3:forces:R:3
Tc 0.58462 0.34884 -0.14439 -0.24 0.15 -0.51
Se -3.62295 -1.90648 1.52813 0.03 0.02 0.05
Sb -2.57109 -2.28307 -0.45844 -0.13 -0.06 0.04
Se 0.45469 -1.69941 0.57304 0.18 -0.28 0.23
Se -1.39421 0.71077 -0.97706 -0.09 0.17 -0.04
Se -2.28047 -3.18343 -2.52681 0.06 -0.02 -0.09
F 0.31856 2.79375 1.37543 0.02 -0.02 -0.06
C 0.82185 1.58919 1.52909 -0.27 -0.11 0.07
F 2.13637 1.58111 1.15111 0.43 0.02 0.14
H 0.68778 1.18266 2.53029 0.03 0.07 0.00
S 2.93681 0.47350 -2.83830 -0.34 -0.03 0.32
C 1.92805 0.39257 -1.74207 0.31 0.08 -0.14
```
Positions in Å, forces in eV/Å.

- Multiplicity: 2
- Gap between HOMO and LUMO (spin up / spin down): 5.6 / 6.0 eV
- <S²>: 0.799
- Net charge: +2

No. 4
C19H17Cl2N3O3 | the ωB97M-V functional and the def2-TZVPD basis

Geometry as XYZ:
```
44
Properties=species:S:1:pos:R:3:forces:R:3
O 1.13038 3.11669 -0.17596 -0.15 0.23 0.03
C 1.46300 1.95192 -0.25493 0.00 -0.33 -0.32
N 2.75691 1.59649 -0.04325 0.57 0.42 0.10
C 3.35252 0.33648 0.02854 0.20 -0.43 -0.05
C 2.77070 -0.70440 0.74701 0.15 -0.08 0.03
C 3.38676 -1.94398 0.78375 0.15 0.29 -0.27
C 4.59655 -2.16480 0.14214 -0.09 0.02 0.08
C 5.20208 -1.12031 -0.53314 -0.08 0.08 0.04
C 4.58581 0.11770 -0.59394 -0.17 -0.09 0.08
Cl 5.34973 1.41585 -1.44742 0.08 0.05 -0.06
H 6.15246 -1.26741 -1.02099 0.08 0.01 -0.06
H 5.06583 -3.13406 0.18298 0.03 -0.10 0.02
Cl 2.63538 -3.22595 1.65680 -0.11 -0.21 0.14
H 1.87093 -0.51446 1.31375 -0.07 0.01 0.04
H 3.39212 2.38423 0.03579 -0.22 -0.05 -0.01
C 0.49204 0.86556 -0.68822 0.04 0.08 0.19
H 1.00581 -0.08362 -0.81882 -0.10 0.01 -0.07
H 0.09456 1.18429 -1.65531 0.07 -0.03 0.07
C -0.70898 0.71182 0.28838 0.41 -0.16 0.07
N -1.91961 1.25934 -0.26486 -0.02 0.15 0.03
C -3.01140 0.53155 -0.62489 0.03 -0.01 -0.01
O -4.07362 1.05864 -0.89428 -0.26 -0.05 0.01
C -2.82428 -0.95052 -0.69416 -0.18 -0.26 -0.13
C -3.62564 -1.76782 0.09444 0.06 0.14 -0.02
C -3.50433 -3.14378 0.01626 -0.02 -0.03 0.04
C -2.59674 -3.71203 -0.86186 0.01 -0.05 -0.01
C -1.81418 -2.90193 -1.66802 0.06 -0.06 -0.06
C -1.92468 -1.52541 -1.58595 -0.08 0.10 0.11
H -1.32431 -0.89468 -2.22487 0.09 0.07 -0.06
H -1.11592 -3.34335 -2.36374 0.05 -0.04 -0.06
H -2.50460 -4.78604 -0.92457 0.01 -0.08 0.00
H -4.12298 -3.77360 0.63799 -0.04 -0.05 0.05
H -4.33966 -1.31644 0.76708 -0.08 0.04 0.05
C -2.02919 2.69680 -0.13565 -0.27 0.38 0.06
C -2.14592 3.03338 1.34611 -0.29 -0.02 -0.38
N -1.06119 2.39152 2.05671 -0.07 0.30 0.40
C -0.34354 1.34367 1.64024 -0.43 -0.16 -0.08
O 0.57128 0.88124 2.29817 0.39 -0.24 0.04
H -0.78486 2.77791 2.94868 0.06 -0.16 -0.07
H -2.08302 4.11283 1.49855 0.00 -0.07 -0.03
H -3.10861 2.67624 1.73466 0.06 0.13 -0.10
H -2.91548 3.02347 -0.67992 0.14 -0.01 0.09
H -1.12931 3.16187 -0.54691 -0.10 -0.03 0.02
H -0.86278 -0.35490 0.48359 0.09 0.29 0.07
```
Positions in Å, forces in eV/Å.

- Gap between HOMO and LUMO: 9.6 eV
- SMILES string: O=C(C[C@H]1C(=O)NCCN1C(=O)c1ccccc1)Nc1cc(Cl)ccc1Cl
- Net charge: 0

Question: Which of these has the lowest net charge?
Answer: C37H28AsBBrF4N2O3V

Question: Which formula does entry 1 have?
Answer: C37H28AsBBrF4N2O3V

Question: What is the net charge in the fourth record?
Answer: 0